ClN2O2 | ωB97M-V with the def2-TZVPD basis set

- energy above the lowest of the compared OMol25 structures with the same formula, charge and spin (eV) = 0.2060
- orbital gap (hartree) = 0.24681
- HOMO (eV) = -2.48
- total charge = -1

XYZ file:
```
5
Properties=species:S:1:pos:R:3:forces:R:3
Cl -2.1544 -0.0243 1.5848 -0.4 -0.2 0.0
O 1.7571 -0.5011 -0.2296 1.5 -0.5 1.6
O -0.6914 0.7039 1.3678 0.5 0.2 -0.2
N 0.9124 -0.2093 -0.9634 -0.9 0.2 -1.2
N 0.1763 0.0309 -1.7596 -0.7 0.3 -0.3
```
Forces are in eV/Å.

Mulliken population analysis, charges in e, atoms 1 to 2: atom 1 (Cl): -0.291, atom 2 (O): -0.513


C18H28N2O5ReS2 | ωB97M-V with the def2-TZVPD basis set

- orbital gap (spin up / spin down) (hartree) = 0.26051 / 0.24729
- HOMO (spin up / spin down) (eV) = -21.37 / -21.03
- 2S+1 = 2
- total charge = +4

XYZ file:
```
56
Properties=species:S:1:pos:R:3:forces:R:3
Re -0.2212 0.4222 -0.3106 0.0 0.1 -0.4
S -2.5304 -3.5163 -0.6587 -0.1 -0.1 0.0
S 3.0153 -3.4719 2.3122 0.1 -0.1 0.0
O 2.0951 -1.3781 -0.6690 0.1 0.0 0.1
O -1.5928 1.6475 -1.3727 0.0 0.2 0.1
O -0.2414 2.7623 1.0422 0.1 0.0 0.0
O 0.8957 0.8385 -2.0377 -0.2 -0.1 -0.1
O -1.8163 0.6813 1.1103 0.0 0.1 0.2
N -0.8872 -1.5831 -0.3003 -0.3 -0.4 -0.2
N 1.5236 -1.5131 1.5956 0.0 -0.2 0.3
C -2.6960 -1.1960 -2.0675 0.1 0.0 -0.1
C 1.5844 -0.5239 0.3014 0.1 0.0 -0.2
C -0.4583 -2.6606 0.4971 0.0 0.0 0.1
C -1.2656 -3.7503 0.4418 0.0 0.1 0.0
C 2.7956 -1.8622 2.2278 -0.1 0.1 -0.1
C -1.9751 -1.9548 -0.9994 0.1 0.1 0.0
C -0.8495 2.5265 -2.2826 0.0 0.0 0.0
C 2.7829 -0.6696 -1.7225 -0.1 0.0 0.0
C 0.7488 1.8102 0.9427 0.0 0.0 0.0
C -1.0119 2.6940 2.2543 0.0 -0.1 0.0
C 3.7146 -0.8356 2.7513 0.0 -0.1 0.0
C -2.6951 2.2232 -0.5932 0.1 0.0 -0.1
C -1.5822 1.2812 2.4189 -0.1 0.1 -0.1
C 0.1088 1.6277 -3.0251 0.0 0.0 0.0
C -3.0330 1.1608 0.4261 0.0 -0.2 0.0
C 1.7968 -0.1193 -2.7184 0.1 0.1 0.0
C 0.8083 -2.7326 1.2187 0.1 0.1 -0.1
C 1.4955 -3.8339 1.5369 0.0 0.1 -0.1
H -2.5201 1.2823 2.9729 0.0 0.0 0.0
H 3.4062 0.1218 -1.2965 0.0 0.0 0.0
H -0.3709 2.9421 3.1036 0.0 0.0 0.0
H 4.5705 -1.3021 3.2394 0.0 0.0 0.0
H -1.1754 -4.6758 0.9908 0.0 0.0 0.0
H -1.7776 3.4618 2.1716 0.0 0.0 0.0
H 2.3126 0.4258 -3.5097 0.0 0.0 0.0
H -3.7423 1.5196 1.1709 0.0 0.1 0.0
H -3.7686 -1.1646 -1.8656 0.0 0.0 0.0
H 3.4298 -1.3917 -2.2183 0.0 0.0 0.0
H -2.3381 3.1574 -0.1624 0.0 0.0 0.0
H 4.0864 -0.2000 1.9413 0.0 0.0 0.0
H -0.8965 0.6027 2.9243 0.0 0.0 0.0
H -1.5398 3.0028 -2.9804 0.0 0.0 0.0
H -3.5420 2.4190 -1.2523 0.0 0.0 0.0
H 1.5092 2.1926 0.2461 0.0 0.0 0.1
H 2.3609 0.1874 0.6082 0.0 -0.1 0.1
H 0.9673 -0.9918 2.2857 0.0 0.1 0.0
H -0.4075 0.9171 -3.6727 0.0 0.0 0.0
H 3.2043 -0.2009 3.4846 0.0 0.0 0.0
H 1.2044 1.5092 1.8882 0.0 0.1 0.1
H -3.4564 0.2764 -0.0489 0.0 0.1 0.0
H -2.5730 -1.7310 -3.0128 0.0 0.0 0.0
H -0.3520 3.2965 -1.6874 0.0 0.0 0.0
H 0.8140 2.2158 -3.6124 0.0 0.0 0.0
H 1.1720 -0.8989 -3.1560 0.0 0.0 0.0
H -2.3347 -0.1821 -2.2019 0.0 -0.1 0.0
H 1.2482 -4.8655 1.3298 0.0 0.0 0.0
```
Forces are in eV/Å.

Mulliken population analysis, charges in e, atoms 1 to 2: atom 1 (Re): 2.136, atom 2 (S): -0.022


C25H31O7P | ωB97M-V with the def2-TZVPD basis set

- energy above the lowest of the compared OMol25 structures with the same formula, charge and spin (eV) = 0.1620
- orbital gap (hartree) = 0.12919
- HOMO (eV) = -5.92

XYZ file:
```
64
Properties=species:S:1:pos:R:3:forces:R:3
P -1.5420 0.6964 2.1986 0.2 1.5 -0.1
O -1.3448 4.5726 1.7274 0.3 0.2 0.2
O 0.2400 2.8949 1.7705 0.3 0.8 -0.7
O -3.0695 0.2044 1.9070 -0.2 -0.6 -0.3
O -1.2700 -0.0759 3.5817 0.3 -0.8 0.2
O -6.8801 -0.7432 6.1409 0.2 0.8 -1.1
O -2.9411 8.6999 5.7005 -0.4 -1.0 -0.9
O -0.6078 0.3550 1.0942 -0.5 -0.3 0.6
C 0.5861 3.0412 -0.6773 -0.2 -0.3 -0.2
C -5.3141 2.6789 4.4104 0.2 -0.3 0.1
C -3.3725 7.2301 3.9499 -0.2 -0.3 0.8
C -3.4983 0.2680 0.5278 0.5 0.0 0.2
C 1.0355 3.4374 0.7045 -0.1 0.2 0.7
C -4.8355 -0.4150 0.3599 0.1 -0.1 0.0
C -4.0264 6.5702 6.2317 0.2 0.6 0.0
C -6.6593 0.6639 4.3026 0.4 0.3 0.6
C -3.4582 7.4963 5.3383 0.3 0.1 -0.4
C -4.8970 2.3061 5.7290 -0.2 0.4 -0.3
C -7.5921 -0.4082 3.8342 -0.1 -0.1 -0.5
C -4.5385 5.4033 5.7209 0.2 -0.4 -0.3
C -3.7809 6.0108 3.4634 -0.1 0.3 0.1
C -6.1733 1.7975 3.6903 0.0 -0.3 0.3
C -1.0208 3.4180 2.0178 0.0 -1.2 0.0
C -4.3948 5.0625 4.3342 0.0 0.0 0.1
C -5.3993 1.1915 6.3546 -0.4 -0.6 0.0
C -0.1141 -2.0593 4.3897 -0.1 0.0 0.2
C -6.2873 0.3717 5.6374 -0.3 0.0 -0.2
C -7.7592 -1.2842 5.0781 -0.1 -0.3 0.5
C -1.7841 2.3866 2.6151 0.1 0.0 -0.5
C -4.8723 3.8590 3.7546 -0.1 0.2 0.5
C 0.0291 -0.6181 3.9535 -0.3 0.5 -0.6
C -2.7630 8.4233 3.2850 0.1 0.1 -0.4
C -2.4604 9.3553 4.4615 0.2 0.3 0.4
H -1.8584 8.1552 2.7295 -0.1 0.0 0.1
H -3.4592 8.9009 2.5851 0.1 -0.2 0.1
H 0.4062 -0.0153 4.7890 0.0 0.0 -0.3
H -4.1607 2.9240 6.2421 -0.2 -0.3 -0.2
H -8.5502 0.0017 3.4971 0.2 -0.1 0.1
H -3.5754 1.3221 0.2140 0.2 -0.2 0.1
H -7.1660 -0.9847 3.0028 0.0 0.2 0.2
H -5.1453 0.9126 7.3705 0.2 0.1 -0.1
H -5.0679 4.7172 6.3808 0.1 0.3 -0.2
H -5.1520 -0.3033 -0.6827 0.0 0.0 0.1
H -2.6741 2.6773 3.1445 -0.4 -0.1 0.1
H 1.0637 4.5279 0.8039 0.1 -0.1 0.0
H -3.6059 5.7468 2.4239 0.0 0.0 0.1
H -2.9795 10.3172 4.3787 0.1 -0.3 0.2
H -8.7882 -1.2622 5.4570 0.3 0.0 0.1
H -4.7504 -1.4835 0.5704 -0.1 0.1 0.1
H -0.5270 -2.0958 5.4027 0.0 -0.2 -0.2
H 2.0284 3.0194 0.8948 0.0 0.2 0.0
H -5.5956 0.0331 1.0071 0.0 -0.1 0.0
H -7.4627 -2.3250 4.9062 0.0 0.3 0.1
H 0.6388 1.9538 -0.7943 -0.2 0.2 0.0
H -2.7403 -0.2356 -0.0943 -0.2 0.3 0.2
H -4.9815 3.8746 2.6696 0.1 -0.1 0.2
H -6.4681 2.0419 2.6706 0.1 0.0 0.2
H 0.8655 -2.5456 4.3991 -0.1 0.0 0.0
H -1.3855 9.5369 4.5781 -0.3 -0.1 0.1
H -0.7732 -2.6082 3.7126 0.1 0.1 0.0
H 0.7188 -0.5288 3.1010 -0.3 0.0 0.2
H 1.2515 3.5080 -1.4074 0.0 0.0 0.0
H -0.4294 3.3891 -0.8838 0.0 -0.1 0.1
H -4.0516 6.8225 7.2850 -0.2 -0.1 -0.1
```
Forces are in eV/Å.

Mulliken population analysis, charges in e, atoms 1 to 2: atom 1 (P): 1.176, atom 2 (O): -0.788


C4H15NO2S | ωB97M-V with the def2-TZVPD basis set

- energy above the lowest of the compared OMol25 structures with the same formula, charge and spin (eV) = 8.9242
- orbital gap (hartree) = 0.13195
- HOMO (eV) = -8.50

XYZ file:
```
23
Properties=species:S:1:pos:R:3:forces:R:3
S -0.4940 -2.4951 1.1079 0.1 0.5 0.5
O 0.1755 2.7321 -0.3206 0.3 -0.2 0.0
O 0.1155 -2.7325 -1.9617 0.0 -0.1 0.2
N 1.1990 1.6784 1.8308 -0.8 -0.6 1.0
C -1.4398 0.6986 -1.7490 0.9 -0.7 0.5
C 1.4660 -0.0447 0.2914 0.7 -0.3 0.4
C -2.1723 -0.0891 -0.9566 0.4 -0.1 -0.2
C 0.9541 0.2957 1.7016 0.6 -0.1 -1.0
H 1.0970 -1.0025 -0.0884 -0.6 0.1 0.1
H 0.7643 2.2880 1.1124 -0.2 0.2 -0.2
H -0.0005 3.4832 -0.8931 -0.1 0.1 0.0
H -1.1796 0.3812 -2.7529 0.3 -0.2 0.1
H -0.1232 -2.7039 -1.0139 0.0 0.0 -0.5
H 0.3298 -3.6587 -2.1163 0.0 0.1 -0.1
H 1.2378 0.7901 -0.3712 0.0 -0.3 -0.3
H -0.1508 0.0779 1.7693 -0.1 -0.3 -0.3
H -2.0715 -1.1580 -1.1411 -1.3 0.0 -0.3
H 2.5479 -0.1950 0.3656 0.0 0.5 -0.1
H 1.3731 2.0534 2.7523 0.2 0.2 -0.1
H -2.6957 0.2997 -0.0882 0.5 -0.3 0.4
H 1.4106 -0.3593 2.4379 0.2 0.4 0.3
H -0.7609 1.4359 -1.2774 -0.8 1.2 -0.2
H -1.5826 -1.7754 1.3615 -0.4 0.0 0.0
```
Forces are in eV/Å.

Mulliken population analysis, charges in e, atoms 1 to 2: atom 1 (S): -0.288, atom 2 (O): -0.876


C31H75F2N6O4S | ωB97M-V with the def2-TZVPD basis set

- orbital gap (hartree) = 0.28534
- HOMO (eV) = -5.90
- total charge = -1

XYZ file:
```
119
Properties=species:S:1:pos:R:3:forces:R:3
S 5.1200 -1.6928 -1.3595 0.2 -0.4 1.1
F 4.5770 -1.0294 -2.6691 -0.1 0.1 -0.1
F 6.5780 0.3025 -1.6112 -0.2 0.0 0.0
O 7.9484 -1.6060 -2.9954 0.1 0.3 -0.8
O 8.3596 -2.5204 -0.9670 -0.2 0.0 0.1
O 5.2634 -3.0842 -1.5965 0.0 0.0 -0.2
O 4.2636 -1.2669 -0.3025 -0.3 0.4 -0.5
N -5.9797 -3.8241 1.1106 0.0 0.0 0.0
N 5.4117 4.5153 -3.0710 0.0 0.0 0.0
N -0.0013 -2.3479 -2.4675 0.0 0.0 0.0
N 6.6020 -1.0315 -1.1663 -0.1 0.1 0.4
N 7.3195 2.5630 1.8798 0.1 0.1 0.0
N -9.4832 0.7519 2.7115 0.0 0.0 0.0
C 6.8313 4.8141 -3.1141 0.0 0.0 -0.1
C -6.0429 -3.1101 2.3705 0.0 0.2 0.2
C -5.4064 -3.7514 3.6115 -0.1 0.0 0.0
C -6.3732 -6.2871 1.6966 -0.1 0.0 0.0
C 4.8968 5.1383 -5.5012 -0.1 0.0 0.0
C 4.5838 5.2573 -4.0012 -0.1 0.1 -0.1
C 8.0709 3.3399 4.2013 -0.1 0.0 0.0
C 8.9185 0.6547 1.9348 -0.1 -0.1 -0.1
C 7.0974 2.5495 3.3111 -0.1 -0.1 0.1
C -9.2248 -1.2025 1.0736 0.1 0.0 0.0
C 7.8164 -1.8427 -1.8195 0.7 -0.5 0.1
C 6.8972 3.7579 1.1776 -0.1 0.0 -0.1
C 1.0912 -2.2695 -0.1495 0.0 0.0 0.0
C -10.5935 1.4125 2.0496 -0.1 0.0 0.0
C -11.3216 2.4058 2.9422 0.0 0.0 0.0
C -4.5705 -4.4743 -0.8305 0.0 0.0 0.0
C -6.8308 -4.9951 1.0031 -0.1 -0.1 -0.1
C -1.1027 -1.4143 -2.3395 -0.1 0.1 0.0
C 7.1413 6.2936 -2.9397 0.0 0.0 0.0
C 7.7199 5.0427 1.3579 -0.1 0.0 0.0
C 8.6084 2.0577 1.4375 0.1 0.0 0.0
C 5.1328 3.0894 -2.9672 0.0 -0.2 0.1
C 1.1797 -2.0567 -1.6647 0.2 0.0 0.0
C -9.8009 0.0869 3.9626 0.0 0.0 0.2
C -1.4184 -4.1080 -3.4995 0.0 0.0 0.0
C 5.5241 2.1759 -4.1336 -0.1 0.0 0.0
C -0.3683 -3.7510 -2.4574 -0.1 0.0 0.0
C -1.9922 -1.5237 -1.0916 -0.1 0.1 0.0
C -4.6251 -3.9807 0.6059 0.1 -0.1 0.0
C -8.6294 0.0099 1.8007 0.2 0.0 -0.1
C -10.8693 -1.0171 3.9453 0.1 0.0 0.1
H -7.8230 -4.7168 1.3697 0.0 0.0 0.1
H -1.5338 -1.0724 -0.2130 0.0 -0.1 0.0
H 7.1039 1.5088 3.6415 0.0 0.0 0.0
H 7.5464 5.5101 2.3275 0.0 0.0 0.0
H -5.3198 -3.0039 4.4026 0.0 0.0 0.0
H 9.4425 2.7278 1.7111 0.0 0.0 0.0
H -5.3107 -6.4765 1.5392 0.0 0.0 0.0
H -9.3322 -2.0634 1.7332 -0.1 0.0 0.0
H 6.8781 3.5121 0.1111 0.0 0.0 0.0
H -4.1459 -2.9994 0.6545 0.0 0.0 0.0
H 5.6437 2.7296 -2.0696 0.0 0.0 0.0
H 8.7896 4.8588 1.2513 0.0 0.0 0.0
H 3.5456 4.9646 -3.8235 0.0 -0.1 0.0
H 5.9687 5.1939 -5.6964 0.0 0.0 0.0
H -8.2669 0.7156 1.0470 -0.1 0.0 0.0
H 4.4206 5.9594 -6.0424 0.0 0.0 0.0
H -4.0129 -4.6512 1.2306 0.0 0.0 0.0
H 7.4328 5.7679 0.5930 0.0 0.0 0.0
H -5.5700 -2.1348 2.2155 0.1 0.0 -0.1
H -0.6945 -0.4031 -2.4093 0.1 0.0 0.1
H 8.5838 2.0299 0.3450 0.0 0.0 0.0
H 0.5397 -4.3219 -2.6670 0.0 0.0 0.0
H -8.8689 -0.3163 4.3670 0.0 0.0 -0.1
H 7.8628 4.4097 4.1956 0.1 0.0 -0.1
H -11.2207 -1.2023 4.9623 0.0 0.0 0.0
H -6.9221 -7.1373 1.2864 0.0 0.0 0.0
H -5.1326 -3.8125 -1.4915 0.0 0.0 0.0
H -2.2283 -2.5627 -0.8584 0.0 0.0 0.0
H -1.0867 -3.8173 -4.4973 0.0 0.0 0.0
H 5.4867 1.1399 -3.7982 0.0 0.0 0.0
H -10.1815 1.9516 1.1922 0.0 0.0 0.0
H 4.0650 2.9686 -2.7625 0.0 0.1 0.0
H 1.9917 -2.6789 -2.0518 0.0 0.0 0.0
H -1.5878 -5.1863 -3.4954 0.0 0.0 0.0
H -7.7385 -0.3088 2.3488 0.0 0.0 0.1
H -6.0099 -4.5680 4.0068 0.0 0.0 0.0
H -2.9377 -1.0031 -1.2651 0.0 0.0 0.0
H 6.0767 2.8980 3.4919 0.0 0.1 0.0
H -4.4044 -4.1295 3.4076 0.0 0.0 0.0
H -11.7356 -0.7342 3.3455 0.0 0.0 0.0
H -1.7424 -1.5210 -3.2196 0.0 -0.1 0.0
H -11.3318 0.7035 1.6395 0.0 0.0 0.0
H 2.0965 -2.2519 0.2689 0.0 0.0 0.0
H -12.0870 2.9254 2.3640 0.0 0.0 0.0
H -10.6292 3.1491 3.3395 0.0 0.0 0.0
H 0.5217 -1.4808 0.3432 0.0 0.0 0.0
H 9.1073 3.1924 3.8946 0.0 0.0 0.0
H 7.9824 2.9987 5.2353 0.0 0.0 0.0
H -10.4840 -1.9604 3.5611 0.0 0.0 -0.1
H 5.8572 3.9610 1.4497 0.0 0.0 0.0
H 7.3003 4.2611 -2.2959 0.0 0.0 0.0
H 7.3167 4.4594 -4.0381 0.0 0.0 0.0
H 9.0385 0.6010 3.0186 0.0 0.1 0.0
H -8.5585 -1.5053 0.2635 0.0 0.0 0.0
H 4.5231 4.2089 -5.9278 0.1 0.0 0.0
H -10.1974 -0.9811 0.6323 0.0 0.0 0.0
H 0.6392 -3.2309 0.1023 0.0 0.0 0.0
H -10.1128 0.8496 4.6797 0.0 0.0 0.0
H -6.9721 -5.2112 -0.0581 0.1 0.0 0.0
H 8.1307 -0.0370 1.6347 0.0 0.0 0.0
H 1.4838 -1.0261 -1.8625 -0.1 0.0 0.0
H -4.9636 -5.4858 -0.9389 0.0 0.0 0.0
H -3.5343 -4.4935 -1.1711 0.0 0.0 0.0
H -0.7238 -4.0952 -1.4703 0.0 0.0 0.0
H -7.0938 -2.8918 2.5868 0.0 -0.1 0.0
H -11.8228 1.9187 3.7790 0.0 0.0 0.0
H 4.6306 6.3151 -3.7285 0.1 0.0 0.0
H 8.2219 6.4386 -2.8971 0.0 0.0 0.0
H -2.3783 -3.6283 -3.3020 0.0 0.0 0.0
H 6.7078 6.6731 -2.0128 0.0 0.0 0.0
H 9.8524 0.3111 1.4894 0.0 0.0 0.0
H 6.5400 2.3629 -4.4830 0.0 0.0 0.0
H 6.7654 6.8957 -3.7680 0.0 0.0 0.0
H -6.5602 -6.2705 2.7695 0.1 0.0 0.0
H 4.8438 2.2682 -4.9814 0.0 0.1 0.0
```
Forces are in eV/Å.

Mulliken population analysis, charges in e, atoms 1 to 2: atom 1 (S): 1.167, atom 2 (F): -0.229


C2H2BrClN2S | ωB97M-V with the def2-TZVPD basis set

- energy above the lowest of the compared OMol25 structures with the same formula, charge and spin (eV) = 1.8473
- orbital gap (spin up / spin down) (hartree) = 0.24805 / 0.24787
- HOMO (spin up / spin down) (eV) = -8.75 / -8.75

XYZ file:
```
9
Properties=species:S:1:pos:R:3:forces:R:3
Br -3.2193 -0.6339 0.2597 -0.9 -0.6 0.7
Cl 2.0967 1.2108 -0.5904 1.3 0.6 -1.3
S -0.3288 1.5954 0.9434 -1.3 -1.1 -0.7
N -0.7922 -0.8215 -0.7070 1.0 -1.0 -0.1
N -1.7486 -0.0337 -0.5996 1.0 2.5 0.2
C 0.9177 0.4591 0.4667 0.3 0.7 2.5
C 0.4245 -0.6903 -0.4131 -3.4 2.3 2.3
H 1.5534 0.2232 1.4083 -1.3 -0.6 -1.7
H 1.0966 -1.3090 -0.7680 3.2 -3.1 -1.9
```
Forces are in eV/Å.

Mulliken population analysis, charges in e, atoms 1 to 2: atom 1 (Br): 0.093, atom 2 (Cl): -0.169